[1]
The following is a quantum chemistry calculation of a single C20H24N2O2 molecule in a non-equilibrium geometry, from OMol25.

- Relative energy (zero: lowest compared OMol25 entry of this formula, charge and spin): 46.7 kcal/mol
- Highest occupied orbital energy: -8.34 eV
- Lowest unoccupied orbital energy: 0.00 eV
- 2S+1: 1

XYZ file:
```
48
C20H24N2O2 ωB97M-V/def2-TZVPD
C 4.701 0.930 -1.754
C 3.450 0.003 -1.666
C 3.342 -1.168 -2.443
C 2.186 -1.987 -2.328
C 1.116 -1.619 -1.508
N 0.027 -2.445 -1.487
C -0.955 -2.192 -0.590
C -0.882 -1.083 0.298
C 0.203 -0.175 0.199
C 0.291 1.039 1.014
O 0.586 0.908 2.212
N 0.041 2.321 0.507
C 0.075 3.537 1.325
C -1.203 4.390 1.138
O -1.457 4.663 -0.216
C -1.613 3.418 -0.981
C -0.313 2.520 -0.903
C 1.228 -0.472 -0.677
C 2.422 0.327 -0.773
C -1.992 -0.935 1.345
C -1.765 -1.966 2.449
C -1.463 -3.449 2.009
C -2.251 -3.919 0.772
C -2.137 -3.157 -0.588
H 5.537 0.423 -2.321
H 5.061 1.173 -0.792
H 4.422 1.867 -2.265
H 4.149 -1.504 -3.114
H 2.060 -2.890 -2.926
H 0.149 3.309 2.383
H 0.933 4.123 1.046
H -1.068 5.366 1.667
H -2.068 3.831 1.600
H -2.469 2.835 -0.683
H -1.828 3.647 -2.036
H 0.496 3.045 -1.368
H -0.515 1.580 -1.407
H 2.590 1.164 -0.125
H -2.078 0.101 1.796
H -2.961 -1.112 0.880
H -2.656 -2.023 3.079
H -0.953 -1.640 3.072
H -0.373 -3.479 1.778
H -1.663 -4.104 2.848
H -2.017 -4.973 0.660
H -3.320 -3.832 1.063
H -3.021 -2.545 -0.775
H -2.047 -3.852 -1.410
```

Atomic partial charges in e from the Löwdin method, atoms 1 to 6: -0.044, -0.246, -0.030, -0.004, -0.230, 0.165


[2]
The following is a quantum chemistry calculation of a single C20H24N2O2 molecule, from OMol25.

- Relative energy (zero: lowest compared OMol25 entry of this formula, charge and spin): 43.7 kcal/mol
- Highest occupied orbital energy: -8.48 eV
- Lowest unoccupied orbital energy: 0.70 eV
- 2S+1: 1

XYZ file:
```
48
C20H24N2O2 ωB97M-V/def2-TZVPD
C -4.344 -0.496 2.816
O -3.953 0.094 1.601
C -3.765 -0.708 0.512
C -3.936 -2.087 0.522
C -3.740 -2.825 -0.633
C -3.385 -2.198 -1.811
C -3.215 -0.823 -1.823
C -3.389 -0.063 -0.678
C -3.130 1.425 -0.694
N -1.744 1.805 -0.460
C -0.826 1.377 -1.495
C 0.525 2.067 -1.274
N 1.036 1.726 0.031
C 2.090 0.926 0.324
O 2.342 0.593 1.465
C 2.961 0.503 -0.862
C 4.149 -0.280 -0.380
C 4.028 -1.633 -0.095
C 5.111 -2.352 0.377
C 6.329 -1.724 0.571
C 6.457 -0.374 0.295
C 5.372 0.343 -0.176
C 0.108 2.097 1.081
C -1.239 1.417 0.844
H -3.590 -1.200 3.183
H -5.308 -1.007 2.726
H -4.440 0.327 3.523
H -4.222 -2.599 1.427
H -3.874 -3.896 -0.605
H -3.243 -2.771 -2.715
H -2.949 -0.326 -2.745
H -3.730 1.906 0.081
H -3.416 1.837 -1.667
H -0.674 0.282 -1.494
H -1.227 1.673 -2.467
H 0.371 3.152 -1.307
H 1.221 1.787 -2.061
H 2.358 -0.112 -1.535
H 3.292 1.396 -1.395
H 3.077 -2.125 -0.239
H 5.004 -3.404 0.597
H 7.176 -2.285 0.941
H 7.404 0.123 0.449
H 5.475 1.399 -0.384
H -0.022 3.184 1.067
H 0.537 1.787 2.034
H -1.105 0.325 0.926
H -1.954 1.737 1.603
```

Atomic partial charges in e from the Löwdin method, atoms 1 to 6: -0.079, -0.107, -0.232, -0.021, -0.085, -0.091


[3]
The following is a quantum chemistry calculation of a single C20H24N2O4 molecule, from OMol25.

- Relative energy (zero: lowest compared OMol25 entry of this formula, charge and spin): 33.3 kcal/mol
- Highest occupied orbital energy: -8.16 eV
- Lowest unoccupied orbital energy: 0.29 eV
- 2S+1: 1

XYZ file:
```
50
C20H24N2O4 ωB97M-V/def2-TZVPD
C 1.039 1.931 3.965
O 1.100 0.729 4.703
C 2.376 0.160 4.795
C 2.898 -0.427 3.466
N 1.912 -1.241 2.811
C 1.452 -2.495 3.343
C 0.399 -2.894 2.358
C -0.353 -4.049 2.351
C -1.281 -4.214 1.335
C -1.433 -3.236 0.370
C -0.687 -2.057 0.363
C -1.020 -1.126 -0.777
O -1.782 -1.495 -1.659
N -0.484 0.098 -0.736
C -0.717 1.077 -1.779
C -0.780 2.460 -1.142
C 0.390 0.958 -2.837
C 0.235 1.944 -4.003
C -1.113 1.855 -4.632
C -1.681 0.914 -5.438
C -3.005 1.352 -5.692
C -3.144 2.525 -5.022
O -2.005 2.839 -4.377
C 0.254 -1.894 1.387
C 1.232 -0.831 1.718
O 1.458 0.235 1.154
H 1.766 2.659 4.344
H 1.215 1.767 2.898
H 0.032 2.318 4.104
H 2.279 -0.635 5.541
H 3.110 0.895 5.160
H 3.149 0.377 2.771
H 3.796 -1.019 3.670
H 1.031 -2.368 4.347
H 2.271 -3.223 3.400
H -0.220 -4.800 3.115
H -1.887 -5.107 1.295
H -2.152 -3.359 -0.427
H 0.242 0.325 -0.057
H -1.678 0.826 -2.241
H -1.094 3.201 -1.871
H -1.499 2.457 -0.326
H 0.195 2.736 -0.745
H 1.358 1.120 -2.357
H 0.366 -0.061 -3.227
H 0.999 1.720 -4.750
H 0.387 2.965 -3.652
H -1.219 0.020 -5.803
H -3.744 0.858 -6.288
H -3.964 3.208 -4.927
```

Atomic partial charges in e from the Löwdin method, atoms 1 to 6: -0.092, -0.180, -0.211, -0.108, -0.044, -0.071


[4]
The following is a quantum chemistry calculation of a molecular structure, C20H25AsIrN3O7S7, from OMol25.

- Relative energy (zero: lowest compared OMol25 entry of this formula, charge and spin): 11.2 kcal/mol
- Total charge: -2
- Highest occupied orbital energy: -1.66 eV
- Lowest unoccupied orbital energy: 3.89 eV
- 2S+1: 1

XYZ file:
```
64
C20H25AsIrN3O7S7 ωB97M-V/def2-TZVPD
Ir -0.042 1.121 -0.360
C 0.149 2.175 3.466
O 0.551 1.090 2.656
C 1.942 1.056 2.481
C 2.277 0.070 1.392
O 2.010 0.566 0.076
C 3.097 1.416 -0.377
H 0.578 2.081 4.474
H -0.935 2.160 3.511
H 0.466 3.125 3.021
H 2.434 0.741 3.416
H 2.315 2.052 2.209
H 1.703 -0.850 1.511
H 3.342 -0.170 1.440
H 4.024 0.871 -0.187
H 3.077 2.376 0.131
H 2.955 1.587 -1.439
S -0.722 4.767 -3.181
As 0.834 3.707 -2.261
S 0.630 1.455 -2.492
S 0.505 3.337 -0.060
S 2.826 4.344 -2.611
N 6.782 -1.868 0.350
C 5.584 -2.114 -0.347
C 5.005 -3.378 -0.339
C 3.844 -3.623 -1.062
C 3.254 -2.608 -1.792
C 3.825 -1.339 -1.803
C 4.984 -1.096 -1.092
S 1.762 -2.870 -2.727
O 1.371 -4.246 -2.469
O 2.062 -2.508 -4.086
N 0.779 -1.792 -2.112
C 0.162 -2.016 -0.958
S -0.097 -3.585 -0.180
C -0.925 -2.808 1.124
C -0.970 -1.480 0.918
N -0.347 -1.026 -0.226
H 6.911 -2.469 1.149
H 6.902 -0.900 0.606
H 5.463 -4.174 0.239
H 3.379 -4.600 -1.054
H 3.342 -0.546 -2.364
H 5.431 -0.108 -1.107
H -1.333 -3.358 1.955
H -1.411 -0.745 1.574
C -8.276 -0.214 -0.341
C -6.887 0.351 -0.204
C -5.816 -0.457 0.162
C -4.537 0.065 0.294
C -4.323 1.414 0.062
C -5.376 2.237 -0.308
C -6.648 1.703 -0.440
S -2.697 2.100 0.281
O -1.950 1.641 -0.945
O -2.893 3.506 0.457
O -2.117 1.363 1.407
H -8.300 -1.269 -0.066
H -8.638 -0.127 -1.368
H -8.982 0.317 0.301
H -5.980 -1.514 0.342
H -3.704 -0.568 0.573
H -5.183 3.286 -0.485
H -7.470 2.346 -0.734
```

Atomic partial charges in e from the Löwdin method, atoms 1 to 6: 0.759, -0.113, -0.226, -0.229, -0.168, -0.393